{"formula": "C26H38N6O7PRuS2", "method": "ωB97M-V/def2-TZVPD", "symbols": ["Ru", "O", "C", "C", "C", "C", "C", "C", "C", "O", "N", "N", "C", "C", "C", "C", "C", "C", "C", "O", "H", "H", "H", "H", "H", "H", "H", "H", "H", "H", "N", "C", "C", "C", "C", "N", "C", "N", "N", "C", "O", "O", "H", "H", "H", "H", "H", "H", "H", "H", "H", "H", "H", "H", "H", "H", "C", "C", "C", "O", "P", "S", "S", "O", "C", "C", "C", "H", "H", "H", "H", "H", "H", "H", "H", "H", "H", "H", "H", "H", "H"], "xyz": [[0.18835, 0.09455, 0.18886], [-2.03044, -3.19360, 2.24081], [-2.97756, -3.39951, 1.26721], [-3.89126, -4.42331, 1.47707], [-4.87208, -4.67846, 0.53734], [-4.95074, -3.91660, -0.62365], [-4.04473, -2.89683, -0.82964], [-3.04622, -2.61465, 0.10631], [-2.10474, -1.50050, -0.13881], [-1.05931, -1.42254, 0.67150], [-2.32026, -0.65722, -1.09128], [-1.31929, 0.31940, -1.13022], [-1.43935, 1.23995, -2.01614], [-0.52153, 2.33661, -2.19366], [-0.82085, 3.26815, -3.20256], [-0.01280, 4.35389, -3.43943], [1.12995, 4.53144, -2.65676], [1.45105, 3.63624, -1.66013], [0.63697, 2.52662, -1.41054], [1.01125, 1.69945, -0.43479], [-1.39863, -2.53910, 1.85918], [-3.81267, -5.01446, 2.38026], [-5.57671, -5.48161, 0.70799], [-5.71435, -4.12145, -1.36062], [-4.08840, -2.29029, -1.72341], [-2.30502, 1.17313, -2.66907], [-1.71164, 3.11226, -3.79913], [-0.25669, 5.05925, -4.22086], [1.77597, 5.38130, -2.83456], [2.33797, 3.75965, -1.05379], [-0.68003, 1.33816, 2.16157], [-0.60187, 0.29139, 3.18319], [-0.86980, 0.74973, 4.62769], [-2.24660, 0.32431, 5.15765], [-2.27214, -1.01055, 5.89961], [-1.66678, -2.11367, 5.15657], [-0.51748, -2.71379, 5.42805], [0.23291, -2.36340, 6.47635], [-0.15024, -3.77647, 4.70127], [0.73029, -0.47659, 3.01270], [1.16504, -1.13037, 3.95059], [1.28579, -0.42636, 1.85015], [0.03062, 2.04742, 2.31301], [-1.58396, 1.79576, 2.14742], [-1.36850, -0.44009, 2.91019], [-0.79805, 1.83789, 4.66508], [-0.07416, 0.36259, 5.26649], [-2.96370, 0.28297, 4.33178], [-2.63666, 1.07056, 5.85250], [-3.30221, -1.29128, 6.12199], [-1.77477, -0.92054, 6.86435], [-2.13907, -2.42656, 4.31547], [0.11086, -1.45453, 6.88429], [1.16755, -2.73112, 6.52827], [-0.63918, -3.94210, 3.83126], [0.82168, -4.03759, 4.70910], [0.49556, -4.59285, -0.60383], [1.94914, -4.52315, -0.17941], [2.15083, -3.87914, 1.17284], [2.74868, -3.88388, -1.22582], [2.94023, -2.37795, -1.64624], [3.89658, -1.20939, -0.34783], [1.28623, -1.32110, -1.88503], [3.82169, -2.50741, -2.92891], [3.65406, -3.38391, -4.09458], [2.19866, -3.57657, -4.46504], [4.39090, -4.68123, -3.84170], [-0.04371, -5.25159, 0.08017], [0.40182, -5.00091, -1.61000], [0.03137, -3.60802, -0.57559], [2.37205, -5.52815, -0.16967], [1.72280, -2.87919, 1.22569], [3.20722, -3.81789, 1.43082], [1.65498, -4.50209, 1.92135], [4.15729, -2.81751, -4.87721], [1.65684, -4.10276, -3.67803], [2.14932, -4.18279, -5.37004], [1.70563, -2.62526, -4.65939], [3.89678, -5.26082, -3.06257], [5.41864, -4.48563, -3.53931], [4.40778, -5.27189, -4.75816]], "mulliken_charge": [0.198, -0.268, 0.212, -0.935, -0.443, -0.871, -0.659, 0.245, 0.884, 0.699, -0.956, 0.494, -0.218, 0.519, -0.839, -0.781, -0.419, -0.603, 0.774, -0.595, -0.142, 0.458, 0.417, 0.425, 0.463, 0.386, 0.384, 0.408, 0.410, 0.468, -0.296, 0.888, -1.004, -0.437, -1.126, 0.104, 0.809, -0.424, -0.347, 0.157, -0.645, -0.625, 0.321, 0.261, -0.236, 0.475, 0.312, 0.352, 0.454, 0.367, 0.380, 0.126, 0.193, 0.247, 0.190, 0.265, -0.849, 0.470, -1.092, -0.310, 0.625, -0.179, -0.163, -0.339, 0.532, -1.115, -1.212, 0.527, 0.306, -0.271, 0.220, 0.000, 0.398, 0.415, 0.320, 0.116, 0.464, 0.304, 0.180, 0.347, 0.434], "homo_ev": [-10.1, -10.4], "gap_ev": [7.8, 5.8], "s2": 6.0208, "fmax_ev_per_a": 0.70, "charge": 1, "lumo_ev": [-2.3, -4.6], "spin_multiplicity": 5}

{"formula": "C26H38N7O", "method": "ωB97M-V/def2-TZVPD", "symbols": ["C", "O", "C", "N", "H", "H", "H", "H", "H", "H", "H", "H", "N", "C", "C", "C", "C", "H", "H", "H", "H", "H", "N", "C", "C", "C", "C", "H", "H", "H", "H", "H", "N", "C", "C", "C", "C", "H", "H", "H", "H", "H", "N", "C", "C", "C", "C", "H", "H", "H", "H", "H", "N", "C", "C", "C", "C", "H", "H", "H", "H", "H", "N", "C", "C", "C", "C", "H", "H", "H", "H", "H"], "xyz": [[-0.60413, -0.64038, 2.06562], [0.71887, -0.14632, 1.79904], [1.41037, -0.78710, 0.81233], [1.16844, -0.03185, -0.49803], [-1.34965, -0.14601, 1.43912], [-0.68941, -1.71667, 1.90599], [-0.80480, -0.45855, 3.11841], [1.10339, -1.82178, 0.66291], [2.47073, -0.72717, 1.04255], [1.64602, -0.46713, -1.29441], [1.45841, 0.94129, -0.37757], [0.16527, -0.03271, -0.69039], [0.14467, 2.53724, 3.55294], [1.07145, 2.84610, 4.51594], [0.93251, 4.17263, 4.81515], [-0.11918, 4.68585, 4.00689], [-0.58815, 3.65532, 3.24137], [0.02291, 1.63462, 3.14129], [1.74398, 2.09997, 4.90313], [1.51691, 4.71783, 5.53645], [-0.49018, 5.69641, 3.99500], [-1.37767, 3.62156, 2.50982], [2.29766, -2.51346, -3.40115], [3.62456, -2.37171, -3.72685], [3.68955, -1.62498, -4.87059], [2.35797, -1.30206, -5.25385], [1.51847, -1.86163, -4.33114], [1.95421, -3.03955, -2.61923], [4.39833, -2.81576, -3.12357], [4.59246, -1.34445, -5.38588], [2.05507, -0.73468, -6.11714], [0.44369, -1.86129, -4.25838], [-0.21562, -1.20048, -9.20489], [0.70552, -1.36221, -10.20232], [1.64688, -2.25362, -9.76377], [1.27869, -2.64701, -8.44810], [0.12480, -1.98051, -8.13283], [-1.01858, -0.60196, -9.25448], [0.61255, -0.83458, -11.13554], [2.50285, -2.58954, -10.32389], [1.80036, -3.34038, -7.80986], [-0.48264, -1.99660, -7.24406], [-3.32767, -0.59477, 4.88889], [-4.30107, -1.17017, 5.66619], [-4.08516, -0.78008, 6.95811], [-2.93962, 0.06296, 6.96613], [-2.49310, 0.15718, 5.67841], [-3.24120, -0.71277, 3.89802], [-5.05808, -1.80228, 5.23417], [-4.68233, -1.06480, 7.80758], [-2.49770, 0.54544, 7.82100], [-1.65984, 0.69965, 5.26195], [-7.30860, 0.64879, 3.50804], [-6.00644, 0.63516, 3.09709], [-5.95137, 1.24756, 1.87150], [-7.27375, 1.64529, 1.53371], [-8.08647, 1.26180, 2.56587], [-7.64237, 0.27059, 4.37545], [-5.23655, 0.19669, 3.70744], [-5.06203, 1.40056, 1.28171], [-7.59054, 2.15663, 0.64080], [-9.14662, 1.37664, 2.70956], [5.03666, -0.03173, -0.60776], [5.19501, 0.25455, 0.73224], [6.51702, 0.52142, 0.94406], [7.18444, 0.39577, -0.30436], [6.25093, 0.05540, -1.24052], [4.18536, -0.27424, -1.07337], [4.37161, 0.24858, 1.42698], [6.96084, 0.78014, 1.89013], [8.23471, 0.54035, -0.49051], [6.34090, -0.13110, -2.29662]], "mulliken_charge": [-0.910, -0.282, -0.319, -0.164, 0.418, 0.470, 0.203, 0.439, 0.124, 0.099, 0.394, 0.386, 0.257, -0.515, -0.478, -0.615, -0.399, 0.175, 0.382, 0.409, 0.405, 0.409, 0.006, -0.693, -0.494, -0.203, -0.677, 0.221, 0.471, 0.449, 0.537, 0.410, -0.007, -0.462, -0.497, -0.264, -0.565, 0.190, 0.381, 0.394, 0.446, 0.392, 0.069, -0.585, -0.420, -0.627, -0.269, 0.225, 0.485, 0.441, 0.415, 0.291, 0.025, 0.101, -0.272, -0.554, -0.487, 0.213, -0.178, 0.369, 0.395, 0.388, 0.148, -0.234, -0.655, -0.473, -0.474, 0.142, 0.382, 0.404, 0.404, 0.408], "homo_ev": -10.0, "gap_ev": 6.1, "fmax_ev_per_a": 0.49, "charge": 1, "lumo_ev": -3.9}

{"formula": "C26H39F16IN2O5PS", "method": "ωB97M-V/def2-TZVPD", "symbols": ["C", "C", "C", "C", "C", "C", "C", "C", "N", "C", "C", "S", "C", "O", "O", "N", "C", "C", "C", "I", "C", "P", "C", "O", "H", "H", "H", "H", "H", "H", "H", "H", "H", "H", "H", "H", "H", "H", "H", "H", "H", "H", "H", "H", "H", "H", "H", "H", "H", "H", "H", "H", "H", "H", "H", "C", "C", "C", "F", "F", "F", "F", "O", "C", "C", "F", "F", "F", "F", "H", "H", "H", "H", "C", "C", "C", "F", "F", "F", "F", "O", "C", "C", "F", "F", "F", "F", "H", "H", "H", "H"], "xyz": [[-4.56402, 3.06925, 4.53419], [-4.06673, 4.24224, 3.59838], [-2.51244, 4.15240, 3.25663], [-2.20844, 4.41133, 1.70972], [-1.04045, 5.45858, 1.45505], [0.22972, 4.78995, 0.76204], [1.15704, 4.07284, 1.84143], [1.53074, 2.59300, 1.41075], [0.48600, 1.61318, 1.78392], [0.35384, 1.46446, 3.19200], [-0.72528, 0.51279, 3.24378], [-1.23840, 0.01684, 4.92251], [-2.70363, -1.06814, 4.99593], [-0.12814, -0.68953, 5.57132], [-1.55224, 1.21783, 5.71061], [-1.15588, 0.17021, 1.95993], [-2.27723, -0.74882, 1.67456], [-3.59330, 0.16519, 1.64937], [-4.93002, -0.68708, 1.60484], [-6.15526, 0.06316, -0.04495], [-0.37447, 0.86893, 1.03210], [-0.48560, 0.86403, -0.85112], [-0.78243, -0.88975, -1.49251], [1.00530, 1.29675, -1.54240], [-4.53912, 3.36523, 5.62102], [-3.93671, 2.13486, 4.45553], [-5.62302, 2.76109, 4.30341], [-4.23285, 5.20059, 4.16484], [-4.69475, 4.26070, 2.66360], [-2.17359, 3.09749, 3.48580], [-1.98317, 4.89235, 3.90843], [-2.00284, 3.44759, 1.15747], [-3.16839, 4.80586, 1.27090], [-0.70595, 5.93430, 2.42243], [-1.45550, 6.26500, 0.79369], [0.77132, 5.62981, 0.25139], [-0.11996, 4.06990, -0.02292], [2.11408, 4.66809, 1.87921], [0.68003, 4.11619, 2.85389], [1.77916, 2.63007, 0.32349], [2.49164, 2.33348, 1.94028], [0.92047, 1.97856, 3.99325], [-3.28132, -0.75619, 5.91222], [-3.40050, -0.98582, 4.12715], [-2.38157, -2.12927, 5.19563], [-2.35368, -1.59502, 2.39871], [-2.22193, -1.20491, 0.65306], [-3.54963, 0.77777, 0.70203], [-3.54413, 0.89115, 2.50160], [-4.75689, -1.78680, 1.52629], [-5.51273, -0.42137, 2.52951], [-0.67433, -1.65343, -0.68308], [-0.04525, -1.12151, -2.31347], [-1.81243, -0.87452, -1.94603], [1.49285, 0.44762, -1.63236], [-0.25660, -6.40807, -4.78947], [0.28490, -5.01548, -4.41391], [0.93517, -4.89849, -3.03666], [0.06834, -5.16083, -2.03762], [1.37780, -3.62846, -2.83606], [-0.70371, -4.10037, -4.55889], [1.23259, -4.69648, -5.33976], [-1.65834, -6.61464, -4.62291], [-2.11282, -7.01942, -3.36376], [-3.06373, -5.99694, -2.73758], [-2.45499, -4.80170, -2.55707], [-3.47824, -6.41682, -1.51927], [-1.06897, -7.31367, -2.56537], [-2.77617, -8.17819, -3.55858], [-0.10178, -6.50874, -5.86546], [0.33049, -7.21572, -4.34851], [1.79153, -5.57064, -2.94193], [-3.93887, -5.84180, -3.37113], [7.14000, 1.39768, -2.89415], [7.36867, 0.26116, -1.87883], [7.43410, -1.15218, -2.45647], [6.27937, -1.51174, -3.05416], [7.65059, -2.05059, -1.46410], [6.42941, 0.34156, -0.90493], [8.56298, 0.50937, -1.27218], [5.80348, 1.88671, -3.01616], [4.94511, 1.22456, -3.89793], [3.74126, 0.61479, -3.17844], [4.12341, -0.30065, -2.25891], [2.92936, -0.02628, -4.05363], [5.62847, 0.31949, -4.61999], [4.51169, 2.15703, -4.77341], [7.70008, 2.25444, -2.51454], [7.58668, 1.18392, -3.86662], [8.24873, -1.24769, -3.17909], [3.16205, 1.38640, -2.66755]], "mulliken_charge": [-0.661, -0.717, 0.166, -0.184, -1.157, -0.408, -0.619, -0.845, 0.464, -0.809, -0.149, 1.541, -0.783, -0.711, -0.604, 0.632, -1.431, 0.433, -1.087, 0.055, 0.431, -0.115, -1.061, -0.315, 0.300, -0.096, 0.294, 0.330, 0.325, -0.440, 0.509, -0.120, 0.572, 0.419, 0.370, 0.422, 0.193, 0.401, 0.402, 0.197, 0.380, 0.406, 0.391, 0.089, 0.380, 0.424, 0.121, 0.524, -0.278, 0.469, 0.467, 0.411, 0.430, 0.405, 0.232, -0.773, 0.924, 0.131, -0.219, -0.230, -0.266, -0.335, -0.400, 0.750, 0.187, -0.200, -0.257, -0.275, -0.292, 0.416, 0.352, 0.247, 0.242, -0.709, 0.882, 0.067, -0.196, -0.273, -0.261, -0.327, -0.400, 0.682, 0.367, -0.240, -0.267, -0.267, -0.287, 0.413, 0.334, 0.283, 0.205], "homo_ev": -12.1, "gap_ev": 8.8, "fmax_ev_per_a": 5.22, "charge": 1, "lumo_ev": -3.3}

| no. | E_tot (Ha) |
| --- | --- |
| 1 | -3101.32461 |
| 2 | -1471.70614 |
| 3 | -4134.56463 |